Density functional theory data (wB97M-V/def2-TZVPD) for a single C7H6 molecule.

```
13
Properties=species:S:1:pos:R:3:mulliken_charge:R:1
C 0.44 -1.40 -0.28 -0.3303
C -0.86 -1.08 -0.02 0.1531
C 1.37 -0.43 0.35 -0.3641
C -1.71 0.00 -0.42 -0.1054
C 0.60 0.86 0.23 -0.2840
C -0.68 1.07 -0.27 -0.1687
C -1.17 0.07 1.04 -0.7888
H 0.66 -2.15 -1.17 0.2761
H 1.57 -0.65 1.50 0.2330
H 2.27 -0.12 -0.06 0.3796
H -2.77 -0.04 -0.65 0.3214
H 1.19 1.81 0.18 0.3290
H -0.92 2.07 -0.44 0.3491
```

Computed properties:
Relative energy (zero: lowest compared OMol25 entry of this formula, charge and spin): 134.6 kcal per mole
Total charge: 0
E_HOMO (alpha / beta): -8.5 / -8.5 eV
DFT total energy: -270.021545 hartree
Frontier orbital gap (alpha / beta): 9.0266 / 9.0255 eV